8
Properties=species:S:1:pos:R:3:nbo_charge:R:1 method="wB97M-V/def2-TZVPD" de_lowest_kj_mol=32.82 multiplicity=2 charge=-1 homo_lumo_gap_ha="0.1402 / 0.2494"
O -1.38223 1.27368 0.69881 -0.5328
C -1.09302 0.22372 1.20253 0.2877
H -0.77455 -0.66031 0.62077 0.1452
H -1.21151 0.07060 2.27873 0.0688
O 1.83117 -0.62905 -0.21212 -0.8150
C 1.06350 -0.29839 -1.20662 -0.2652
H 1.48758 -0.18774 -2.23560 0.0497
H 0.07907 0.20749 -1.14650 0.0615


10
Properties=species:S:1:pos:R:3:nbo_charge:R:1 method="wB97M-V/def2-TZVPD" de_lowest_kj_mol=128.70 smiles="C=C[P@@]([O-])(O)=S" charge=-1 homo_lumo_gap_ha=0.2853
C -0.68550 -0.37847 -0.68801 -0.3878
C 0.12796 -0.37024 0.38848 -0.6214
O 1.48271 1.50656 -1.37172 -1.1379
O 1.92730 1.08124 1.31765 -1.0138
P 1.70468 0.31638 -0.04072 1.7683
S 3.06657 -1.04322 -0.21320 -0.7578
H -1.69084 -0.93635 -0.65688 0.1728
H -0.34810 0.36178 -1.45765 0.2644
H -0.06702 -1.07072 1.21775 0.2158
H 2.63368 1.75589 1.17900 0.4972


9
Properties=species:S:1:pos:R:3:nbo_charge:R:1 method="wB97M-V/def2-TZVPD" de_lowest_kj_mol=146.89 multiplicity=5 charge=+3 homo_lumo_gap_ha="0.4224 / 0.3392"
O -0.69344 -1.34970 0.15611 -0.7312
H -0.98678 -2.18627 0.55346 0.6206
O 0.06511 0.83603 -0.88583 -0.7331
Rh -1.30016 -0.43584 -1.76754 1.7872
H 0.45253 1.65436 -1.22398 0.6082
C 0.50389 0.58299 0.45230 -0.3103
C 0.09674 -0.68935 1.00054 0.9880
H 1.61164 0.19619 0.56029 0.3862
H 0.25046 1.39160 1.15466 0.3845


9
Properties=species:S:1:pos:R:3:nbo_charge:R:1 method="wB97M-V/def2-TZVPD" de_lowest_kj_mol=144.53 multiplicity=3 charge=0 homo_lumo_gap_ha="0.2751 / 0.3131"
C -1.22072 0.30959 -0.16776 0.1547
C 0.00450 -0.49500 -0.01125 -0.7216
O -4.04303 0.46522 0.02498 -0.7384
O -1.38008 1.60121 0.07544 -0.6397
S -3.01539 -0.62121 -0.08276 0.7929
H -0.01304 -1.47930 0.51620 0.2369
H 0.70287 0.07623 0.51402 0.2079
H 0.38218 -0.58966 -0.97036 0.2352
H -0.58292 1.85432 0.54567 0.4721